Formula: C60H136N8O12
Source: the OMol25 dataset
Level of theory: wB97M-V/def2-TZVPD

XYZ file:
```
216
Properties=species:S:1:pos:R:3
C 3.52627 -22.19413 -9.68778
C 2.35263 -21.41711 -10.29361
C 2.11775 -20.21539 -9.37369
C 1.21518 -19.19668 -10.03525
C 1.78160 -18.74567 -11.39828
C 2.05642 -19.90286 -12.34997
N 2.77249 -20.93805 -11.61039
O 3.06624 -22.05412 -12.44137
C 0.75334 -20.41523 -12.98027
C 3.02536 -19.39634 -13.42429
C 1.10451 -22.32199 -10.32613
H 3.31252 -22.41908 -8.63814
H 4.44057 -21.60397 -9.75147
H 3.65592 -23.16255 -10.16839
H 1.55241 -20.60522 -8.52084
H 3.05406 -19.78374 -9.01770
H 1.00720 -18.31044 -9.43426
H 0.23114 -19.61463 -10.27141
H 2.66047 -18.11949 -11.22103
H 1.00211 -18.09853 -11.81327
H 0.27764 -19.69124 -13.63938
H 0.94419 -21.36311 -13.48154
H 0.04428 -20.62228 -12.17518
H 3.30854 -20.19009 -14.11301
H 2.65061 -18.51866 -13.95329
H 3.92454 -19.03789 -12.91265
H 1.04814 -22.92305 -11.22969
H 0.19275 -21.74648 -10.16013
H 1.15231 -22.99571 -9.46693
H 3.98764 -21.90979 -12.67809
C 1.52054 -26.90456 1.40306
C 1.37784 -25.60361 2.18715
C 0.46728 -25.75465 3.41266
C 1.01550 -26.73824 4.42972
C 2.39412 -26.27677 4.89766
C 3.34807 -25.73332 3.80880
N 2.60647 -25.04244 2.74144
O 3.51191 -24.62687 1.71199
C 4.22553 -24.67233 4.48180
C 4.24605 -26.87459 3.30081
C 0.74623 -24.52054 1.30938
H 0.64881 -27.08953 0.77453
H 1.51891 -27.76010 2.07808
H 2.46248 -26.86042 0.85758
H 0.44896 -24.76702 3.88452
H -0.54334 -26.01504 3.09141
H 1.10798 -27.72554 3.97650
H 0.35185 -26.81418 5.29142
H 2.90743 -27.14249 5.33865
H 2.32569 -25.64311 5.78713
H 4.99126 -24.36017 3.76556
H 3.63242 -23.79253 4.73293
H 4.71763 -25.04971 5.37713
H 3.63042 -27.67257 2.88843
H 4.90822 -26.51876 2.51109
H 4.86518 -27.23751 4.12034
H 0.71167 -23.58421 1.86970
H -0.29868 -24.78498 1.12484
H 1.28301 -24.38857 0.37248
H 3.62442 -23.70288 1.95481
C 2.68113 -19.11309 -4.57689
C 1.79047 -20.28822 -4.96121
C 2.66952 -21.35514 -5.59828
C 1.94398 -22.70812 -5.64203
C 1.60332 -23.13528 -4.21461
C 0.69994 -22.14539 -3.48041
N 1.22071 -20.78852 -3.71300
O 0.38678 -19.81007 -3.11832
C -0.74343 -22.32605 -3.94742
C 0.78980 -22.39065 -1.98145
C 0.69225 -19.82064 -5.93919
H 3.08838 -18.54298 -5.41085
H 3.43677 -19.42801 -3.85105
H 2.15117 -18.34422 -4.00670
H 2.82626 -21.05363 -6.64021
H 3.65527 -21.49346 -5.15351
H 2.64576 -23.44724 -6.04914
H 1.09632 -22.70560 -6.33090
H 2.53597 -23.21756 -3.64862
H 1.08531 -24.09252 -4.31455
H -1.13776 -23.27435 -3.56607
H -1.40953 -21.55561 -3.54688
H -0.87277 -22.33550 -5.03147
H 1.74228 -22.05460 -1.56743
H -0.02116 -21.92023 -1.41785
H 0.68902 -23.45704 -1.76598
H 0.03365 -19.17381 -5.35746
H 0.18342 -20.69253 -6.34569
H 1.14297 -19.20260 -6.71569
H 0.83514 -19.62228 -2.28642
C 0.46138 -26.21976 -2.14783
C -0.09284 -27.28320 -3.11004
C -0.21276 -28.63366 -2.39402
C -1.44821 -28.69885 -1.52343
C -2.69964 -28.34699 -2.29962
C -2.63194 -27.02833 -3.07145
N -1.33604 -26.93645 -3.74908
O -1.21870 -25.73281 -4.48222
C -3.70289 -26.98992 -4.15554
C -2.87769 -25.84784 -2.11201
C 0.96825 -27.43806 -4.21062
H -0.17503 -26.09601 -1.26985
H 0.43995 -25.25437 -2.65686
H 1.49509 -26.35965 -1.83311
H -0.24022 -29.41847 -3.15782
H 0.70598 -28.75610 -1.81660
H -1.36376 -28.02566 -0.66189
H -1.58446 -29.68880 -1.07873
H -3.54411 -28.29001 -1.60701
H -2.98101 -29.13836 -3.00377
H -3.37429 -27.50550 -5.05797
H -4.63297 -27.45441 -3.81642
H -3.93266 -25.95136 -4.39311
H -2.99245 -24.89695 -2.63745
H -3.83162 -25.98654 -1.59167
H -2.08334 -25.73877 -1.37865
H 1.36570 -26.47029 -4.51588
H 0.53883 -27.97895 -5.05659
H 1.82084 -28.02473 -3.85335
H -1.32870 -26.03613 -5.40401
C 1.56930 -26.85970 -9.37077
O 0.50774 -26.71392 -8.43796
C 0.52505 -25.47610 -7.74728
C -0.87176 -24.90097 -7.68348
N -1.85501 -25.88889 -7.23945
C -3.24475 -25.47628 -7.49783
C -3.74703 -24.29079 -6.71939
O -3.18622 -23.07642 -7.20183
C -3.75140 -21.95029 -6.54024
H 1.93785 -25.92362 -9.80080
H 1.28996 -27.50520 -10.20171
H 2.40624 -27.29618 -8.81334
H 1.14405 -24.71998 -8.23489
H 0.94778 -25.67012 -6.75210
H -1.13718 -24.50990 -8.67965
H -0.84550 -24.02322 -7.03633
H -1.66995 -26.71659 -7.79794
H -3.85012 -26.33296 -7.18806
H -3.42063 -25.28255 -8.56551
H -3.55866 -24.40072 -5.64272
H -4.83323 -24.20876 -6.87190
H -3.44546 -21.06979 -7.10257
H -3.29084 -21.84826 -5.55185
H -4.83323 -22.06273 -6.45766
C 2.06009 -13.23655 -3.91675
O 2.40444 -14.53252 -3.46664
C 1.40164 -15.53166 -3.65074
C 1.01546 -15.70121 -5.09866
N 2.12918 -16.07085 -5.95696
C 1.70551 -16.25783 -7.30623
C 2.90366 -16.55043 -8.20757
O 3.84960 -15.47760 -8.23817
C 3.33482 -14.25284 -8.69632
H 2.54240 -13.01191 -4.87481
H 2.47451 -12.52303 -3.19907
H 0.98147 -13.07852 -3.97010
H 0.50301 -15.31509 -3.06413
H 1.91709 -16.42429 -3.30067
H 0.55114 -14.76547 -5.46745
H 0.22015 -16.44975 -5.17221
H 2.89361 -15.40995 -5.89721
H 1.17392 -15.38932 -7.73784
H 1.02177 -17.10631 -7.40533
H 2.54943 -16.72934 -9.22953
H 3.49033 -17.37034 -7.79585
H 2.86772 -14.35636 -9.68476
H 4.17916 -13.57030 -8.77428
H 2.60561 -13.81614 -8.00433
C 4.22645 -24.77474 -1.71236
O 5.12948 -24.35364 -2.71628
C 5.07530 -25.03736 -3.93797
C 6.22716 -24.50927 -4.78321
N 6.47568 -25.18769 -6.04756
C 5.40694 -24.96878 -7.02337
C 5.78021 -25.59998 -8.34954
O 4.62450 -25.52836 -9.15089
C 4.87768 -25.58644 -10.53131
H 4.73346 -25.38486 -0.95631
H 3.40841 -25.37054 -2.12726
H 3.85358 -23.88351 -1.20881
H 4.11088 -24.86126 -4.44041
H 5.18855 -26.12849 -3.82248
H 7.12630 -24.50670 -4.16096
H 6.06596 -23.45124 -5.01602
H 6.55787 -26.18501 -5.87411
H 5.25541 -23.89433 -7.11636
H 4.47418 -25.46734 -6.72076
H 6.11022 -26.63240 -8.17355
H 6.60214 -25.04520 -8.81806
H 5.58440 -24.80150 -10.82519
H 3.93757 -25.38992 -11.05168
H 5.22231 -26.57107 -10.86764
C 1.36709 -18.09400 -0.00511
O 0.10270 -18.33728 -0.57592
C -0.68859 -17.16936 -0.67904
C -1.97374 -17.49902 -1.40344
N -1.76711 -17.66998 -2.83335
C -3.00109 -17.93227 -3.55330
C -2.77049 -17.84138 -5.05786
O -4.02569 -17.88905 -5.69583
C -3.92336 -17.59991 -7.07151
H 1.34006 -18.03387 1.09044
H 1.82513 -17.18522 -0.40803
H 2.01121 -18.94708 -0.23495
H -0.14398 -16.39105 -1.23369
H -0.91073 -16.76014 0.31554
H -2.72014 -16.72589 -1.20272
H -2.37395 -18.41553 -0.92985
H -1.21954 -18.52292 -2.90705
H -3.80403 -17.23195 -3.31012
H -3.37862 -18.94534 -3.34040
H -2.18795 -18.72109 -5.37425
H -2.19820 -16.93226 -5.27830
H -3.31001 -18.33377 -7.61032
H -3.51069 -16.59616 -7.23120
H -4.91920 -17.62107 -7.51241
```

E_tot   -3708.30941 Eh
2S+1   1
Relative energy (zero: lowest compared OMol25 entry of this formula, charge and spin)   0.0000 eV
Molar mass   1161.8 g mol⁻¹
Largest force on an atom   1.57 eV/Å
HOMO-LUMO gap   8.47 eV